[1]
{"formula": "C35H33ClFIrN5O2", "method": "ωB97M-V/def2-TZVPD", "orbital_gap_ev": [7.67, 6.19], "charge": 1, "largest_force_ev_per_a": 1.16, "multiplicity": 5, "e_tot_ev": -66448.549, "lumo_energy_ha": [-0.0935, -0.1888], "mol_weight_g_mol": 802.35, "species": ["Ir", "O", "C", "N", "C", "O", "C", "C", "C", "C", "C", "N", "C", "C", "C", "C", "C", "N", "H", "H", "H", "H", "H", "H", "H", "H", "C", "C", "C", "C", "C", "C", "C", "C", "C", "C", "C", "C", "N", "C", "C", "C", "C", "C", "C", "F", "H", "H", "H", "H", "H", "H", "H", "H", "H", "H", "H", "H", "H", "H", "H", "H", "H", "H", "H", "H", "H", "Cl", "C", "C", "C", "C", "N", "C", "H", "H", "H", "H"], "xyz": [[1.1808, 0.3521, 0.2324], [5.2702, 1.0775, 1.3298], [4.0911, 0.8236, 1.2463], [3.3468, 0.7201, 0.0978], [3.9575, 0.5610, -1.1220], [5.0688, 0.1390, -1.3448], [3.0518, 0.9569, -2.2643], [3.5690, 1.0631, -3.5460], [2.7268, 1.4517, -4.5740], [1.4075, 1.7594, -4.2713], [0.9752, 1.6222, -2.9640], [1.7725, 1.2002, -1.9832], [3.2766, 0.6253, 2.5034], [3.8714, 0.8755, 3.7302], [3.1242, 0.7036, 4.8830], [1.8257, 0.2294, 4.7671], [1.3220, -0.0364, 3.5069], [2.0215, 0.1864, 2.3931], [4.6156, 0.8399, -3.6979], [3.0889, 1.5219, -5.5908], [0.7207, 2.1014, -5.0331], [-0.0490, 1.8576, -2.6974], [4.9027, 1.1976, 3.7431], [3.5481, 0.9298, 5.8519], [1.2040, 0.0667, 5.6365], [0.3310, -0.4528, 3.3824], [-1.7837, -0.6636, -3.3939], [-0.9079, -1.2396, -2.2712], [-0.2384, -2.5302, -2.7423], [-1.7488, -1.3747, -1.0221], [-2.5480, -2.4929, -0.8480], [-3.4237, -2.5794, 0.2176], [-3.5552, -1.5095, 1.0873], [-2.8100, -0.3476, 0.9473], [-2.9846, 0.7802, 1.9563], [-1.8043, 0.8310, 2.9342], [-4.2969, 0.6981, 2.7385], [-1.8454, -0.3001, -0.0999], [-0.9278, 0.7680, -0.1750], [-1.3637, 2.0386, -0.3953], [-2.5826, 2.3073, -1.0621], [-2.9948, 3.5975, -1.3011], [-2.2245, 4.6785, -0.8773], [-1.0189, 4.4588, -0.2214], [-0.6066, 3.1691, -0.0132], [0.5509, 2.9639, 0.6355], [-1.1779, -0.4275, -4.2706], [-2.2978, 0.2455, -3.0738], [-2.5438, -1.3894, -3.6886], [-0.1184, -0.5285, -2.0527], [-0.9648, -3.3151, -2.9533], [0.4731, -2.9069, -2.0063], [0.3067, -2.3343, -3.6671], [-2.4833, -3.3096, -1.5540], [-4.0156, -3.4730, 0.3651], [-4.2657, -1.5888, 1.8975], [-3.0064, 1.7244, 1.4188], [-1.7950, -0.0671, 3.5562], [-1.8921, 1.6976, 3.5914], [-0.8525, 0.9082, 2.4060], [-4.2795, -0.1173, 3.4632], [-5.1522, 0.5605, 2.0763], [-4.4451, 1.6263, 3.2900], [-3.1859, 1.4665, -1.3822], [-3.9287, 3.7672, -1.8196], [-2.5650, 5.6893, -1.0523], [-0.4087, 5.2779, 0.1340], [-0.7263, -5.0431, 1.4762], [0.5887, -4.1049, 0.8913], [1.7795, -4.7008, 0.5044], [2.7992, -3.8877, 0.0395], [2.5935, -2.5211, -0.0352], [1.4392, -1.9577, 0.3289], [0.4574, -2.7287, 0.7978], [1.9012, -5.7736, 0.5680], [3.7477, -4.3043, -0.2674], [3.3746, -1.8632, -0.3952], [-0.4628, -2.2471, 1.1046]]}



[2]
{"formula": "C4H6S2", "method": "ωB97M-V/def2-TZVPD", "smiles": "C1S[C@H]2C[C@H]2S1", "orbital_gap_ev": 9.36, "largest_force_ev_per_a": 3.23, "de_lowest_kj_mol": 130.8, "multiplicity": 1, "e_tot_ev": -25913.935, "lumo_energy_ha": 0.0305, "mol_weight_g_mol": 118.23, "species": ["C", "S", "C", "C", "C", "S", "H", "H", "H", "H", "H", "H"], "xyz": [[1.3896, 0.9172, 0.7740], [1.5815, 0.4480, -0.8709], [-0.1808, -0.2487, -1.0717], [-0.8407, -1.2901, -0.0910], [-1.0952, 0.1902, 0.0648], [-0.3818, 1.3120, 1.2434], [1.9901, 1.8260, 0.8292], [1.5939, 0.1072, 1.5841], [-0.4186, -0.2833, -2.1503], [-1.5413, -2.0057, -0.5509], [-0.0542, -1.7210, 0.5242], [-2.0424, 0.7482, -0.2849]]}



[3]
{"formula": "C6H11N2S", "method": "ωB97M-V/def2-TZVPD", "orbital_gap_ev": [7.85, 7.31], "charge": 1, "largest_force_ev_per_a": 5.33, "de_lowest_kj_mol": 604.0, "multiplicity": 1, "e_tot_ev": -20203.893, "lumo_energy_ha": [-0.1722, -0.1631], "mol_weight_g_mol": 143.24, "species": ["C", "C", "C", "C", "C", "C", "N", "N", "S", "H", "H", "H", "H", "H", "H", "H", "H", "H", "H", "H"], "xyz": [[1.6959, 0.4348, -0.6224], [1.1939, 1.2165, 0.2676], [-0.7195, -0.0373, 1.1618], [-0.3727, -1.0146, -0.9666], [-0.0668, -2.3455, -1.5699], [-0.4146, 2.2183, 1.7587], [-0.1033, 1.1100, 1.0417], [-0.6015, -1.0930, 0.3750], [-1.3068, 0.2354, -1.8371], [2.5805, 0.2874, -1.1176], [1.6805, 2.0567, 0.6196], [-1.5016, -0.3535, 1.9778], [-0.3738, -3.1349, -0.9371], [1.0683, -2.6361, -1.5691], [-0.5112, -2.5243, -2.6244], [0.1840, 3.1030, 1.4305], [-1.4018, 2.4682, 1.6647], [-0.2701, 2.2424, 2.8568], [-0.9872, -2.0787, 0.8092], [-0.4764, 0.2871, -2.8820]]}